{
  "formula": "C3H10N2O3",
  "method": "ωB97M-V/def2-TZVPD",
  "symbols": ["C", "C", "C", "N", "N", "O", "O", "O", "H", "H", "H", "H", "H", "H", "H", "H", "H", "H"],
  "coordinates": [[-0.0567, 0.6487, -0.0674], [-0.6273, -0.6101, 0.3541], [0.0448, 1.0069, -1.5140], [0.5287, 1.4219, 0.8279], [-0.9343, -1.6011, -0.5623], [1.4022, -1.2580, 0.5208], [2.0340, -0.6332, 1.6919], [-2.0417, 0.5912, 0.3212], [2.0048, -1.3547, 2.3326], [-2.5307, 0.2872, -0.4564], [-0.7182, -0.8139, 1.4058], [0.9490, 0.9502, 1.6308], [0.9738, 2.2698, 0.5155], [-0.2177, -1.7040, -1.2705], [-1.0802, -2.4925, -0.1116], [-0.0083, 2.0882, -1.6430], [-0.7404, 0.5458, -2.1064], [1.0182, 0.6575, -1.8690]],
  "atomic_forces_ev_per_a": [[0.087, 0.291, 0.098], [-0.381, 0.004, -0.085], [-0.078, 0.001, 0.055], [-0.086, -0.215, -0.218], [0.047, 0.178, 0.120], [-0.027, 0.285, 0.340], [-0.259, -0.219, -0.280], [0.716, -0.377, -0.117], [0.019, 0.063, -0.095], [0.072, -0.007, 0.061], [0.025, 0.030, 0.006], [-0.080, -0.047, -0.021], [-0.052, -0.050, -0.035], [-0.007, 0.058, 0.033], [0.014, 0.052, 0.008], [0.012, -0.036, 0.038], [0.010, -0.014, 0.040], [-0.031, 0.004, 0.050]],
  "fmax_ev_per_a": 0.82,
  "spin_multiplicity": 1,
  "relative_energy_ev": 6.157,
  "orbital_gap_ev": [8.4993, 8.4986],
  "lumo_ev": [0.809, 0.809]
}